# 1
DFT (wB97M-V/def2-TZVPD) results for a structure of composition C25H46BCeNP2 in a non-equilibrium geometry.

Each line ends with the Löwdin spin population.
Element x y z (Å)
Ce -1.048 1.479 2.491  1.0246
C 0.297 0.609 4.450  -0.0014
C 1.201 1.011 3.401  -0.0019
C -0.007 2.880 4.086  -0.0056
C -0.482 1.747 4.842  -0.0032
C 1.025 2.416 3.174  -0.0039
C 0.275 -0.734 5.106  -0.0002
H 1.232 -1.254 4.976  0.0000
H -0.517 -1.366 4.690  -0.0001
H 0.105 -0.629 6.197  0.0000
C -1.594 1.739 5.841  -0.0004
H -1.317 1.178 6.745  -0.0001
H -2.492 1.244 5.439  -0.0001
H -1.875 2.756 6.140  0.0000
C -0.711 4.186 4.039  -0.0011
H -1.091 4.427 5.041  -0.0001
H -1.579 4.201 3.335  -0.0004
H -0.007 4.957 3.715  -0.0001
C 1.795 3.210 2.176  -0.0005
H 2.004 4.221 2.566  0.0000
H 1.288 3.326 1.201  -0.0002
H 2.762 2.733 1.974  -0.0001
C 2.248 0.152 2.780  -0.0002
H 3.213 0.680 2.747  -0.0001
H 2.007 -0.150 1.748  -0.0001
H 2.413 -0.752 3.374  0.0000
C -0.056 -3.116 0.602  0.0000
C 1.006 -3.163 1.408  0.0000
C 2.449 -3.077 1.048  0.0000
C 2.810 -2.654 -0.401  0.0000
C 2.582 -1.201 -0.748  0.0000
C 1.479 -0.659 -1.270  0.0000
C 0.074 -1.069 -0.924  -0.0001
C -0.118 -2.618 -0.820  0.0000
H 2.928 -4.059 1.202  0.0000
H 2.345 -3.345 -1.119  0.0000
H 2.920 -2.377 1.759  0.0000
H 0.586 -3.134 -1.494  0.0000
H -1.050 -3.135 1.095  0.0000
H 0.824 -3.253 2.496  0.0000
H -1.151 -2.820 -1.159  0.0000
H -0.273 -0.599 0.018  -0.0001
H 1.579 0.190 -1.987  0.0000
H -0.595 -0.693 -1.732  0.0000
H 3.894 -2.833 -0.493  0.0000
H 3.484 -0.580 -0.702  0.0000
P -0.746 -0.562 -4.013  0.0000
P -0.860 2.277 -4.803  0.0000
C -1.082 -0.322 -5.852  0.0000
C -1.496 1.105 -6.129  0.0000
H -1.881 -1.006 -6.152  0.0000
H -0.170 -0.598 -6.393  0.0000
H -1.131 1.428 -7.110  0.0000
H -2.585 1.236 -6.104  0.0000
C -1.476 3.754 -5.736  0.0000
H -1.061 4.672 -5.296  0.0000
H -2.572 3.764 -5.647  0.0000
H -1.187 3.667 -6.795  0.0000
C 0.857 2.302 -5.514  0.0000
H 0.807 2.278 -6.615  0.0000
H 1.427 1.439 -5.142  0.0000
H 1.351 3.226 -5.182  0.0000
C -2.258 -1.575 -3.753  0.0000
H -2.375 -1.827 -2.694  0.0000
H -2.200 -2.485 -4.364  0.0000
H -3.120 -0.973 -4.073  0.0000
C 0.555 -1.846 -4.207  0.0000
H 1.003 -1.728 -5.203  0.0000
H 0.115 -2.852 -4.103  0.0000
H 1.350 -1.713 -3.452  0.0000
B -2.793 -2.672 4.532  -0.0002
C -2.537 -1.495 3.561  -0.0008
N -2.280 -0.599 2.831  -0.0033
H -1.928 -3.510 4.290  -0.0001
H -3.900 -3.132 4.350  -0.0001
H -2.685 -2.326 5.709  -0.0001

Output
- Highest occupied orbital energy (spin up / spin down): -9.74 / -9.74 eV
- Frontier orbital gap (spin up / spin down): 5.6 / 5.6 eV
- Spin multiplicity: 2
- <S²>: 0.751
- Net charge: +1
- E: -60334.7018 eV
- Relative energy (zero: lowest compared OMol25 entry of this formula, charge and spin): 53.2 kcal per mole
- LUMO level (spin up / spin down): -4.183 / -4.149 eV

# 2
DFT (wB97M-V/def2-TZVPD) results for a structure of composition C24H27BrIrNO3 in a non-equilibrium geometry.

Each line ends with the Löwdin spin population.
Element x y z (Å)
Ir -0.206 0.372 -0.248  -0.0007
C -0.582 1.634 2.935  0.0000
C -1.145 1.225 1.609  -0.0003
C -1.204 2.190 0.542  0.0001
C -0.609 3.549 0.742  0.0000
C -1.768 1.807 -0.717  0.0002
C -1.708 2.749 -1.892  0.0000
C -2.583 0.619 -0.782  0.0002
C -3.546 0.453 -1.909  0.0000
C -2.432 -0.375 0.213  0.0003
C -3.143 -1.691 0.121  0.0000
C -1.636 -0.088 1.378  -0.0001
C -1.435 -1.162 2.404  0.0000
H 0.183 2.398 2.834  0.0000
H -0.169 0.806 3.499  0.0000
H -1.401 2.051 3.529  0.0000
H 0.477 3.498 0.845  0.0000
H -1.008 3.970 1.667  0.0000
H -0.854 4.229 -0.064  0.0000
H -2.550 3.445 -1.876  0.0000
H -1.732 2.206 -2.833  0.0000
H -0.787 3.324 -1.881  0.0000
H -4.537 0.650 -1.480  0.0000
H -3.585 -0.556 -2.313  0.0000
H -3.396 1.160 -2.715  0.0000
H -2.482 -2.478 -0.250  0.0000
H -4.007 -1.634 -0.534  0.0000
H -3.492 -2.002 1.104  0.0000
H -2.259 -1.122 3.124  0.0000
H -0.514 -1.029 2.961  0.0000
H -1.427 -2.150 1.954  0.0000
O 0.833 -1.637 -6.052  0.0000
C 0.562 -1.273 -4.818  0.0000
C -0.587 -1.649 -4.110  0.0000
C -0.751 -1.197 -2.829  0.0000
N 0.129 -0.395 -2.197  0.0000
C 1.243 -0.061 -2.893  0.0000
Br 2.463 1.015 -1.970  0.0001
C 1.501 -0.457 -4.174  0.0000
H 0.158 -2.205 -6.450  0.0000
H -1.333 -2.298 -4.549  0.0000
H -1.610 -1.507 -2.255  0.0000
H 2.403 -0.157 -4.687  0.0000
O 1.572 0.835 1.008  -0.0055
C 1.787 -0.392 1.170  -0.0063
O 1.039 -1.210 0.547  -0.0043
C 2.918 -0.871 2.020  0.0235
C 3.768 0.026 2.642  0.2540
C 4.873 -0.444 3.451  0.2248
C 5.111 -1.794 3.611  0.0057
C 4.270 -2.688 2.981  0.2242
C 3.163 -2.224 2.173  0.2538
H 3.617 1.092 2.518  0.0092
H 5.515 0.288 3.927  0.0075
H 5.938 -2.143 4.213  -0.0033
H 4.428 -3.755 3.079  0.0075
H 2.530 -2.950 1.675  0.0091

Output
- Highest occupied orbital energy (spin up / spin down): -17.95 / -17.95 eV
- Frontier orbital gap (spin up / spin down): 7.7 / 5.0 eV
- Spin multiplicity: 2
- <S²>: 0.770
- Net charge: +3
- E: -105812.5975 eV
- Relative energy (zero: lowest compared OMol25 entry of this formula, charge and spin): 16.0 kcal per mole
- LUMO level (spin up / spin down): -10.259 / -12.993 eV